No. 1
9
Properties=species:S:1:pos:R:3:forces:R:3 method="wB97M-V/def2-TZVPD" gap_ha=0.352 smiles="[H]/N=N/C(Cl)/N=N/[H]" energy_ha=-719.00736 max_force_ev_per_a=2.03 e_homo_ev=-9.80
Cl -1.55740 -0.40737 2.11982 -0.121 0.396 0.500
N 0.22559 1.96951 0.51573 -0.103 1.765 0.112
N -0.93915 -1.06428 -0.18005 0.819 -1.188 -1.387
N -0.16412 -2.01491 -0.40770 -0.690 0.830 0.189
N -0.75217 1.26563 0.25431 0.196 0.946 0.154
C -0.46356 -0.06426 0.76383 0.061 -0.961 0.571
H 0.05107 3.02000 0.30251 -0.155 -2.012 -0.187
H 0.55949 -0.07625 1.17515 -0.215 -0.535 -0.582
H -0.64194 -2.66938 -1.08083 0.207 0.760 0.629

No. 2
11
Properties=species:S:1:pos:R:3:forces:R:3 method="wB97M-V/def2-TZVPD" gap_ha=0.401 energy_ha=-869.40754 max_force_ev_per_a=3.71 e_homo_ev=-10.51
Cl -1.31181 -1.91882 0.14778 -0.595 0.108 -0.005
O -2.60020 0.42147 -0.48452 -1.869 0.356 -1.109
O -1.15414 1.80177 0.40082 -0.065 1.227 0.103
N 1.63622 -1.05192 -0.42133 -3.157 -1.951 -0.062
N -1.59199 0.55043 0.11166 0.593 1.427 0.045
N 1.32185 1.34025 -0.10408 -0.220 1.957 -0.237
N -0.84571 -0.32229 0.56803 1.640 -1.974 1.538
C 1.34378 0.21376 -0.29627 1.877 -0.048 0.437
H 2.54334 -1.37221 -0.18328 0.636 -0.131 0.303
H -0.11315 1.95370 0.36815 -1.197 -1.446 -0.244
H 0.77181 -1.61614 -0.10695 2.356 0.475 -0.769

No. 3
9
Properties=species:S:1:pos:R:3:forces:R:3 method="wB97M-V/def2-TZVPD" gap_ha="0.287 / 0.287" energy_ha=-1103.48689 charge=-1 max_force_ev_per_a=3.75 e_homo_ev="-4.10 / -4.10"
Cl -2.88981 -0.90867 0.03140 -0.399 -0.006 -0.066
S -1.16331 0.55005 0.11648 2.140 -0.881 -0.371
O -0.75441 0.32669 1.49469 -0.098 0.693 0.430
O 0.88375 1.92045 -0.51820 -1.147 -0.047 3.568
N -0.27504 -0.60779 -0.82877 -0.031 0.327 -0.606
C 0.82378 -1.02569 -0.34822 -2.231 0.059 -2.697
H 1.10964 -0.73695 0.59089 1.250 0.529 2.368
H 1.37060 -1.65259 -1.04396 0.390 -0.216 0.438
H 0.89479 2.13450 0.50571 0.127 -0.458 -3.066

No. 4
9
Properties=species:S:1:pos:R:3:forces:R:3 method="wB97M-V/def2-TZVPD" gap_ha="0.219 / 0.288" s_squared=2.0127 energy_ha=-1067.12144 charge=-1 max_force_ev_per_a=6.01 e_homo_ev="-1.88 / -5.12" multiplicity=3
Cl -0.35869 3.30043 2.64758 -2.428 4.512 3.137
P -1.01471 1.60720 0.60470 0.501 -0.840 0.712
O 0.61041 2.08336 1.91820 1.345 -4.272 -3.429
O -1.01280 2.73736 -0.31907 0.437 0.374 -0.853
O -2.15799 1.30323 1.50155 0.712 -0.623 -0.467
C -0.17550 0.03244 -0.00212 -1.418 1.940 -4.027
H -0.57193 -0.36077 -1.08231 0.529 1.144 2.657
H -0.48541 -0.59694 0.73725 -0.230 -2.259 1.867
H 0.87632 0.17539 -0.14372 0.554 0.024 0.402

No. 5
10
Properties=species:S:1:pos:R:3:forces:R:3 method="wB97M-V/def2-TZVPD" gap_ha="0.249 / 0.286" s_squared=2.0106 energy_ha=-1522.00334 max_force_ev_per_a=6.62 e_homo_ev="-7.09 / -11.73" multiplicity=3
Cl -2.17015 0.81205 0.73503 -0.173 -0.206 0.422
S -1.60558 0.57891 -1.21864 -6.426 -0.044 -1.582
S 0.00457 -0.83152 -0.47681 5.521 -2.824 2.138
O -0.90771 1.75834 -1.57278 2.575 2.245 -0.793
O -0.71420 -1.93006 0.12095 -0.565 0.179 -0.159
O 0.89162 -1.12666 -1.59363 -0.794 0.481 0.107
C 1.02948 0.03674 0.84029 1.471 -0.157 0.026
H 0.84990 -0.39822 1.85625 0.311 0.013 -1.072
H 0.45983 0.95784 0.79637 0.658 0.612 0.246
H 2.16224 0.14258 0.51299 -2.579 -0.298 0.667

No. 6
8
Properties=species:S:1:pos:R:3:forces:R:3 method="wB97M-V/def2-TZVPD" gap_ha="0.111 / 0.107" energy_ha=-1371.54781 max_force_ev_per_a=3.22 e_homo_ev="-7.78 / -7.68"
Cl 3.56825 -0.60199 0.02132 -0.644 -0.070 0.039
S -2.29611 -0.89506 0.13835 1.759 0.360 0.600
S -0.26285 -1.28353 0.57665 -1.932 1.096 -1.984
O -2.42681 0.51738 -0.22036 -0.561 -1.186 -0.067
C 0.24479 0.31602 -0.16194 1.053 0.368 3.024
H 0.81498 0.34209 -1.08941 -0.246 -0.519 0.181
H -0.53214 1.05595 0.01903 -0.136 -0.255 -0.777
H 0.88989 0.54913 0.71636 0.707 0.206 -1.016

No. 7
7
Properties=species:S:1:pos:R:3:forces:R:3 method="wB97M-V/def2-TZVPD" gap_ha=0.342 smiles=Cl[Si@H]1CO1 energy_ha=-864.81539 max_force_ev_per_a=4.21 e_homo_ev=-9.27
Cl 3.30636 -0.04080 -0.22137 0.683 0.142 -0.101
Si 1.48729 0.76873 -0.44782 -2.118 -3.531 0.880
O 0.75149 1.07065 0.96433 -0.090 0.709 1.036
C 0.05177 -0.17844 0.45239 0.326 -0.242 -0.527
H 1.19407 1.02898 -1.83784 0.137 1.017 -0.198
H -0.06283 -1.14813 1.09761 1.120 2.133 -0.796
H -0.95514 0.16879 0.23184 -0.058 -0.227 -0.294

No. 8
9
Properties=species:S:1:pos:R:3:forces:R:3 method="wB97M-V/def2-TZVPD" gap_ha="0.346 / 0.253" energy_ha=-403.67790 max_force_ev_per_a=2.31 e_homo_ev="-9.34 / -7.33"
F -0.02349 2.79156 -0.90214 0.100 0.093 -0.086
F 1.49621 2.89337 0.66714 -0.143 0.068 -0.197
N 0.14086 2.67140 0.48799 0.197 -1.355 0.182
N -0.45982 0.02378 -0.68198 -0.832 -0.183 -1.091
N 0.91196 -0.50929 1.22076 -0.028 -0.691 -0.219
C 0.29364 0.07240 0.36155 0.490 1.993 1.062
H -0.94487 -0.81300 -0.97924 0.138 -0.066 0.063
H -0.65095 0.89018 -1.17348 0.057 -0.073 0.113
H 1.41928 -0.08782 1.97700 0.021 0.213 0.174

No. 9
8
Properties=species:S:1:pos:R:3:forces:R:3 method="wB97M-V/def2-TZVPD" gap_ha=0.441 energy_ha=-692.51747 max_force_ev_per_a=5.45 e_homo_ev=-11.40
S -2.93627 -0.15366 -0.59785 -1.236 1.489 2.656
F -3.14573 1.36303 0.23603 0.136 -1.272 -1.072
F -3.26035 -0.83726 0.91319 0.343 0.106 -1.328
N -1.53431 -0.27838 -0.95551 2.633 -0.468 1.433
C -0.28272 -0.09903 -0.01364 -0.165 2.069 -5.039
H -0.35267 0.88726 0.40256 -0.081 0.464 0.253
H 0.61560 -0.10020 -0.74537 -1.524 -0.231 1.436
H -0.19768 -0.79168 0.73011 -0.106 -2.157 1.661

No. 10
8
Properties=species:S:1:pos:R:3:forces:R:3 method="wB97M-V/def2-TZVPD" gap_ha=0.360 energy_ha=-692.47282 max_force_ev_per_a=7.16 e_homo_ev=-10.12
S -0.50899 1.36983 0.67634 3.252 -2.430 -1.600
F -1.23027 0.34549 1.81767 1.045 0.812 -1.381
F -1.91292 1.14891 -0.26148 1.899 -0.027 0.749
N 0.96554 0.71105 0.01389 -5.555 3.415 2.970
C 0.75587 -0.59737 -0.47618 -2.450 -1.709 0.399
H 0.06941 -0.54489 -1.31895 0.038 -0.363 -0.304
H 1.58216 -1.18538 -0.73800 1.840 0.031 -0.562
H 0.27921 -1.24764 0.28671 -0.068 0.272 -0.271

No. 11
10
Properties=species:S:1:pos:R:3:forces:R:3 method="wB97M-V/def2-TZVPD" gap_ha=0.392 smiles=OOP(F)[C@@H](O)F energy_ha=-806.62296 max_force_ev_per_a=2.24 e_homo_ev=-9.99
P -0.18352 -0.81982 1.70123 0.256 -1.253 -1.192
F -2.59783 -0.25712 0.77523 -0.345 -0.391 -0.448
F -0.26613 -2.30806 1.04547 0.099 0.233 1.191
O 1.11764 -0.30799 0.83248 -0.503 -0.009 -0.037
O -0.96796 -0.79564 -0.76609 1.322 0.347 0.670
O 2.31217 -0.14767 1.60810 0.241 0.863 -0.540
C -1.28430 -0.10396 0.34764 0.192 0.143 2.228
H -1.57493 -0.84995 -1.46787 -1.610 0.494 -1.190
H -1.10488 0.97121 0.52136 -0.008 0.128 -1.526
H 2.62005 0.61568 1.07068 0.355 -0.554 0.844

No. 12
8
Properties=species:S:1:pos:R:3:forces:R:3 method="wB97M-V/def2-TZVPD" gap_ha=0.394 energy_ha=-979.07942 max_force_ev_per_a=3.74 e_homo_ev=-10.52
S -1.85350 -0.10865 0.01356 0.637 1.134 -0.590
P 1.40763 -0.20415 0.08942 0.479 -0.298 2.198
F -0.23351 1.92537 -0.33237 0.121 -0.407 1.028
F -0.07924 0.56272 -2.12578 -0.209 -0.696 3.392
C -0.22353 0.60266 -0.34369 -0.958 -0.626 -3.565
H 1.33748 0.00056 1.62118 -0.083 0.099 -2.009
H -1.46054 -1.16099 0.70839 0.468 -0.306 0.185
H 1.10522 -1.61752 0.36930 -0.457 1.101 -0.638